Computed, not measured: a gas-phase ion, C3H7IN (charge +1), with ωB97M-V/def2-TZVPD.

Element x y z (Å)
C1 -0.891 -0.836 0.024
C2 0.352 -0.237 -0.488
N1 0.704 1.162 -0.223
C3 1.595 0.254 0.603
I1 3.665 -0.011 0.061
H1 -1.512 -0.069 0.410
H2 -0.443 -1.646 0.688
H3 -1.514 -1.108 -0.783
H4 0.818 -0.564 -1.402
H5 1.123 1.613 -0.976
H6 0.018 1.732 0.321
H7 1.306 0.431 1.560

- Frontier orbital gap: 9.864 eV
- Charge: +1
- E_LUMO: -4.09 eV
- SMILES: C[C@H]1[NH2+][C@@H]1I
- F_max: 0.110 hartree/bohr

natural (NBO) analysis output, partial charges in e: C -0.668; C 0.015; N -0.543; C -0.212; I 0.285; H 0.235; H 0.274; H 0.262; H 0.248; H 0.440; H 0.449; H 0.215


Computed, not measured: a gas-phase ion, C3H7IN (charge +1), with ωB97M-V/def2-TZVPD.

Element x y z (Å)
C1 -1.211 0.899 0.115
N1 0.005 0.272 0.343
C2 0.227 -1.194 0.225
C3 0.912 -0.249 -0.750
I1 3.091 0.148 -0.028
H1 -1.186 1.978 -0.004
H2 -1.621 0.387 -0.803
H3 -1.899 0.711 0.939
H4 0.777 0.538 1.103
H5 -0.506 -1.696 -0.344
H6 0.619 -1.660 1.107
H7 0.793 -0.134 -1.902

- Frontier orbital gap: 9.184 eV
- Charge: +1
- E_LUMO: -4.94 eV
- SMILES: C[N@H+]1C[C@@H]1I
- F_max: 0.109 hartree/bohr

natural (NBO) analysis output, partial charges in e: C -0.427; N -0.407; C -0.242; C -0.139; I 0.177; H 0.257; H 0.231; H 0.248; H 0.476; H 0.247; H 0.266; H 0.312


Computed, not measured: a gas-phase ion, C3H7IN3 (charge +1), with ωB97M-V/def2-TZVPD.

Element x y z (Å)
H1 1.523 -2.630 0.369
N1 0.840 -2.121 0.943
N2 0.615 -0.992 0.546
C1 -0.333 -0.145 1.196
C2 -0.569 1.117 0.325
N3 -0.465 0.736 -1.063
C3 0.713 0.387 -1.487
I1 -2.191 0.109 -2.031
H2 0.061 0.165 2.169
H3 -1.277 -0.667 1.381
H4 -1.547 1.547 0.535
H5 0.202 1.861 0.535
H6 0.834 -0.130 -2.424
H7 1.594 0.765 -0.994

- Frontier orbital gap: 7.993 eV
- Charge: +1
- E_LUMO: -5.31 eV
- SMILES: [H]/N=N/CC[N+](=C)I
- F_max: 0.041 hartree/bohr

natural (NBO) analysis output, partial charges in e: H 0.341; N -0.230; N -0.154; C -0.313; C -0.250; N -0.440; C 0.102; I 0.485; H 0.263; H 0.240; H 0.251; H 0.237; H 0.236; H 0.233


Computed, not measured: a gas-phase ion, C3H7IN3 (charge +1), with ωB97M-V/def2-TZVPD.

Element x y z (Å)
C1 -2.694 1.709 0.478
C2 -0.538 0.680 -0.178
C3 1.607 -1.622 0.380
N1 -1.660 1.008 0.398
N2 -0.146 -0.482 -0.568
N3 1.104 -0.872 -0.815
I1 2.500 1.028 -1.428
H1 -3.055 2.115 1.539
H2 -3.373 1.939 -0.278
H3 0.140 1.548 -0.161
H4 1.611 -1.008 1.381
H5 0.834 -2.451 0.624
H6 2.501 -2.045 0.203
H7 1.169 -1.549 -1.575

- Frontier orbital gap (alpha / beta): 9.166 / 5.615 eV
- Charge: +1
- E_LUMO (alpha / beta): -3.46 / -7.81 eV
- Multiplicity: 3
- F_max: 0.103 hartree/bohr

natural (NBO) analysis output, partial charges in e: C 0.106; C 0.279; C -0.447; N -0.384; N -0.335; N -0.294; I 0.370; H 0.201; H 0.190; H 0.201; H 0.236; H 0.246; H 0.217; H 0.414


Computed, not measured: a molecular structure, C3H7INO2P, with ωB97M-V/def2-TZVPD.

Element x y z (Å)
C1 0.355 0.369 1.122
C2 0.036 1.257 -0.638
C3 -0.298 1.493 0.869
N1 0.773 0.065 -0.149
O1 0.799 2.129 -1.378
O2 -0.776 2.584 1.472
P1 0.699 -1.485 -0.823
I1 -3.180 -1.872 -1.117
H1 0.459 -0.214 2.068
H2 -1.714 -1.365 -1.022
H3 -0.938 0.878 -1.108
H4 0.987 2.719 -0.642
H5 -1.466 2.321 2.140
H6 -0.097 -2.019 0.060
H7 1.959 -1.802 -0.452

- Frontier orbital gap: 8.540 eV
- E_LUMO: 0.41 eV
- F_max: 0.076 hartree/bohr

natural (NBO) analysis output, partial charges in e: C -0.075; C 0.219; C 0.161; N -0.714; O -0.665; O -0.674; P 0.534; I -0.072; H 0.204; H 0.053; H 0.162; H 0.481; H 0.495; H -0.077; H -0.031


Computed, not measured: a molecular structure, C3H7IO, with ωB97M-V/def2-TZVPD.

Element x y z (Å)
C1 -0.172 1.425 0.658
C2 0.227 -2.132 0.275
C3 0.506 0.196 -0.003
O1 -0.122 -0.892 0.199
I1 2.627 -0.004 -0.412
H1 -1.240 1.093 0.765
H2 0.232 1.705 1.604
H3 -0.119 2.432 -0.022
H4 -1.072 0.496 -1.479
H5 -0.395 -2.956 0.298
H6 1.122 -2.457 -0.184
H7 -1.595 1.095 -1.699

- Frontier orbital gap (alpha / beta): 8.184 / 7.795 eV
- E_LUMO (alpha / beta): 0.28 / 0.25 eV
- F_max: 0.058 hartree/bohr

natural (NBO) analysis output, partial charges in e: C -0.677; C -0.161; C 0.166; O -0.397; I 0.066; H 0.239; H 0.222; H 0.229; H -0.004; H 0.173; H 0.152; H -0.006


Computed, not measured: C3H7IO2 in the gas phase, with ωB97M-V/def2-TZVPD.

Element x y z (Å)
C1 -0.575 -1.284 -0.652
C2 0.038 0.090 -0.400
C3 -0.607 1.187 0.446
I1 0.368 0.865 -2.463
O1 1.471 -0.117 -0.032
O2 1.540 -0.355 1.371
H1 0.113 -2.036 -1.023
H2 -0.908 -1.686 0.384
H3 -1.374 -1.171 -1.262
H4 -0.730 2.157 -0.131
H5 -0.023 1.339 1.264
H6 -1.561 0.904 0.749
H7 2.247 0.107 1.749

- Frontier orbital gap: 9.742 eV
- E_LUMO: 0.32 eV
- SMILES: CC(C)(I)OO
- F_max: 0.094 hartree/bohr

natural (NBO) analysis output, partial charges in e: C -0.673; C 0.274; C -0.683; I 0.041; O -0.318; O -0.481; H 0.244; H 0.215; H 0.219; H 0.235; H 0.239; H 0.222; H 0.468


Computed, not measured: C3H7N in the gas phase, with ωB97M-V/def2-TZVPD.

Element x y z (Å)
C1 -0.580 0.583 1.225
C2 0.053 0.018 0.210
C3 0.076 0.484 -1.213
N1 0.804 -1.177 0.401
H1 -0.700 0.178 2.222
H2 -1.083 1.535 1.109
H3 0.011 1.571 -1.260
H4 -0.791 0.109 -1.747
H5 1.023 0.194 -1.649
H6 0.785 -1.756 -0.446
H7 0.402 -1.741 1.148

- Frontier orbital gap: 9.502 eV
- E_LUMO: 1.12 eV
- SMILES: C=C(C)N
- F_max: 0.024 hartree/bohr

natural (NBO) analysis output, partial charges in e: C -0.514; C 0.194; C -0.658; N -0.812; H 0.197; H 0.197; H 0.227; H 0.225; H 0.217; H 0.359; H 0.368


Computed, not measured: C3H7N in the gas phase, with ωB97M-V/def2-TZVPD.

Element x y z (Å)
N1 -0.078 1.273 -0.800
C1 -0.454 0.139 0.061
C2 0.547 -0.402 1.023
C3 0.150 -1.156 -0.186
H1 -0.705 1.152 -1.701
H2 -0.773 2.102 -0.342
H3 -1.505 0.152 0.229
H4 1.624 -0.036 0.988
H5 0.157 -0.553 2.082
H6 -0.584 -2.032 -0.060
H7 0.868 -1.176 -0.978

- Frontier orbital gap: 10.816 eV
- E_LUMO: 1.03 eV
- SMILES: NC1CC1
- F_max: 0.101 hartree/bohr

natural (NBO) analysis output, partial charges in e: N -0.797; C -0.090; C -0.438; C -0.431; H 0.341; H 0.338; H 0.186; H 0.231; H 0.222; H 0.213; H 0.226


Q: Which formula does entry 2 have?
A: C3H7IN